# 1
DFT (ωB97M-V/def2-TZVPD) results for C3H6FO4S2 as an isolated structure at a distorted geometry.

XYZ file:
```
16
C3H6FO4S2 | the OMol25 dataset | ωB97M-V/def2-TZVPD
S 1.13 -0.61 0.95
S -1.65 -0.83 -0.28
F 3.11 -1.23 -0.49
O -1.07 0.09 -1.24
O -2.58 -1.82 -0.88
O -0.65 -1.69 0.40
O 0.52 0.66 1.46
C 2.38 0.95 -0.99
C -2.54 0.01 1.01
C 2.34 -0.21 -0.10
H -2.75 -0.56 1.90
H -1.80 0.89 1.27
H 1.38 1.54 -0.99
H -3.44 0.62 0.75
H 2.63 0.49 -1.99
H 3.00 1.70 -0.78
```

Values from the calculation:
Orbital gap in eV: 8.03
Net charge: -1
Relative energy (zero: lowest compared OMol25 entry of this formula, charge and spin) in kcal/mol: 8.3
LUMO level in Ha: 0.132


# 2
DFT (ωB97M-V/def2-TZVPD) results for C8H8ClNO as an isolated structure at a distorted geometry.

XYZ file:
```
19
C8H8ClNO | the OMol25 dataset | ωB97M-V/def2-TZVPD
Cl -2.09 -2.59 0.37
O 1.83 -0.64 -2.21
N -2.20 1.48 -1.99
C 0.98 0.91 -0.53
C 1.08 -0.51 -1.32
C 0.26 -1.63 -0.82
C 0.75 0.11 1.74
C -0.02 0.89 0.69
C -1.83 1.02 -1.00
C -0.90 -1.49 -0.21
C -1.40 0.45 0.18
H -0.06 -0.36 2.36
H 2.02 1.35 -0.42
H 1.24 -0.71 1.19
H 0.56 1.48 -1.37
H -0.17 1.98 1.07
H 1.54 0.69 2.31
H 0.52 -2.65 -1.02
H -2.11 0.21 0.95
```

Values from the calculation:
Orbital gap in eV: 9.84
Relative energy (zero: lowest compared OMol25 entry of this formula, charge and spin) in kcal/mol: 79.5
LUMO level in Ha: 0.004


# 3
DFT (ωB97M-V/def2-TZVPD) results for C22H68AsF6N16O10 as an isolated structure at a distorted geometry.

XYZ file:
```
123
C22H68AsF6N16O10 | the OMol25 dataset | ωB97M-V/def2-TZVPD
As 0.34 -0.27 0.69
F 0.01 -0.57 2.41
F 1.24 -1.87 0.72
F -1.09 -1.31 0.24
F 1.91 0.63 1.07
F -0.61 1.24 0.70
F 0.68 -0.10 -1.04
O 4.65 -0.12 -1.97
O 0.09 4.79 1.48
O -0.25 -6.67 -1.53
O -2.96 2.81 4.85
O -1.34 -4.22 1.61
O -4.83 0.30 -2.08
O -0.70 3.82 -3.55
O -4.12 -2.48 -0.17
O 4.70 0.40 3.18
O -4.02 4.76 -0.20
N -2.48 -1.27 -2.64
N -3.12 2.95 0.83
N -0.16 2.58 -1.80
N 6.35 -0.22 1.79
N 3.14 3.08 2.63
N -0.83 2.67 5.24
N -0.39 4.76 -1.61
N -0.34 -3.45 3.43
N -3.44 -1.00 1.30
N -1.65 1.54 3.63
N 4.41 0.41 0.95
N -5.56 -1.39 1.13
N 5.73 -2.59 -2.65
N -1.11 -5.46 3.44
N -1.08 -3.76 -1.03
N -3.64 4.57 2.04
C -2.57 0.09 -3.07
C 3.75 -1.15 -2.51
C -3.01 -0.02 -4.47
C 0.41 -3.22 -2.94
C -0.14 6.10 2.00
C 3.97 1.18 -1.92
C 0.56 -5.54 -1.94
C -4.36 -1.65 0.67
C 4.34 -2.58 -2.35
C 5.11 0.22 2.08
C -5.82 1.11 -1.44
C -3.53 0.91 -2.12
C -3.55 4.17 0.78
C 2.72 3.93 0.40
C -1.88 2.31 4.59
C -0.89 -4.38 2.72
C 2.38 4.05 1.90
C 4.23 -3.06 -0.92
C -0.36 -4.29 -2.21
C -0.48 3.72 -2.38
C 0.35 -8.00 -1.59
C 0.89 3.83 2.21
H -0.12 6.09 3.09
H 0.67 3.92 3.27
H -0.28 -2.51 3.06
H 0.76 2.78 1.95
H -0.23 4.66 -0.62
H -3.34 0.97 -4.79
H 0.82 -2.46 -2.28
H 1.13 -5.77 -2.84
H -3.13 2.22 0.12
H -1.59 -6.30 3.14
H -6.38 -1.71 0.64
H -5.82 2.12 -1.85
H 0.05 2.31 4.89
H -0.74 -5.38 4.37
H 1.22 -3.58 -3.57
H -3.55 3.97 2.84
H 3.47 2.28 2.11
H -3.45 -1.31 -2.36
H -0.73 3.31 6.01
H -0.25 -3.70 4.41
H -1.06 6.45 1.52
H -2.47 -1.09 1.04
H 3.40 0.37 0.98
H -5.60 -0.68 1.85
H 2.81 -1.18 -1.97
H -0.30 -2.63 -3.52
H -1.06 -2.75 -1.03
H 3.62 -0.96 -3.58
H 5.77 -2.14 -3.55
H -0.54 -3.89 -0.19
H 0.07 1.73 -2.29
H -3.85 -0.71 -4.56
H 0.52 6.88 1.65
H 3.84 -3.41 -2.85
H -0.22 -8.58 -2.31
H 6.99 -0.39 2.56
H 4.51 1.97 -1.38
H 6.15 -1.91 -2.03
H 3.85 1.58 -2.93
H -2.55 2.92 1.66
H -0.67 1.34 3.48
H -1.07 -4.57 -2.99
H 1.40 -7.93 -1.88
H -2.39 1.24 3.01
H 4.36 -4.14 -0.87
H 1.93 4.34 -0.23
H -6.77 0.65 -1.71
H 6.53 -0.49 0.83
H -3.11 0.78 -1.12
H -0.69 5.67 -1.93
H -3.52 1.93 -2.49
H -3.86 5.54 2.24
H 2.93 1.20 -1.60
H 0.34 -8.50 -0.62
H -3.88 -0.22 1.77
H 3.24 -2.83 -0.52
H 2.63 5.07 2.16
H 4.92 -2.66 -0.17
H -1.59 0.56 -3.01
H 1.37 -5.24 -1.28
H 3.67 4.34 0.08
H 4.91 0.15 0.11
H 2.75 2.87 0.16
H -5.73 1.23 -0.36
H 2.56 2.79 3.39
H -2.00 -1.10 -1.77
H -0.07 2.57 -0.79
H -2.26 -0.42 -5.16
```

Values from the calculation:
Orbital gap (alpha / beta) in eV: 7.73 / 4.27
Multiplicity: 2
LUMO level (alpha / beta) in Ha: -0.035 / -0.162


# 4
DFT (ωB97M-V/def2-TZVPD) results for a 2-piece molecular cluster, C2H4OS overall at a distorted geometry.

XYZ file:
```
8
C2H4OS | the OMol25 dataset | ωB97M-V/def2-TZVPD
S 2.06 -0.03 0.32
O -2.61 -1.00 0.14
C -1.55 -0.45 0.22
C 1.28 0.86 -0.86
H 1.58 1.88 -0.65
H -1.31 0.50 -0.36
H 1.24 -1.05 0.28
H -0.69 -0.71 0.91
```

Values from the calculation:
Orbital gap in eV: 8.58
Relative energy (zero: lowest compared OMol25 entry of this formula, charge and spin) in kcal/mol: 96.9
LUMO level in Ha: -0.025


# 5
DFT (ωB97M-V/def2-TZVPD) results for a 3-piece molecular cluster, CH4N2O overall at a distorted geometry.

XYZ file:
```
8
CH4N2O | the OMol25 dataset | ωB97M-V/def2-TZVPD
O -0.18 -1.25 1.18
N -1.24 0.32 -0.22
N 1.14 -0.50 -0.51
C -0.20 -0.49 0.14
H -1.68 0.88 0.96
H -1.22 1.71 -0.35
H 1.86 -0.94 -0.08
H 1.51 0.28 -1.12
```

Values from the calculation:
Orbital gap in eV: 9.24
Relative energy (zero: lowest compared OMol25 entry of this formula, charge and spin) in kcal/mol: 111.9
LUMO level in Ha: -0.020


# 6
DFT (ωB97M-V/def2-TZVPD) results for C2H5OTl as an isolated structure at a distorted geometry.

XYZ file:
```
9
C2H5OTl | the OMol25 dataset | ωB97M-V/def2-TZVPD
Tl -1.55 2.77 -2.77
O -0.37 1.12 -0.58
C 0.18 -1.09 0.30
C 0.17 0.35 0.45
H -0.31 0.52 1.41
H 0.84 -1.37 -0.52
H -0.79 -1.50 0.01
H 0.64 -1.55 1.18
H 1.18 0.76 0.53
```

Values from the calculation:
Orbital gap in eV: 6.50
Net charge: +2
Relative energy (zero: lowest compared OMol25 entry of this formula, charge and spin) in kcal/mol: 23.5
LUMO level in Ha: -0.562


# 7
DFT (ωB97M-V/def2-TZVPD) results for a 2-piece molecular cluster, C4H13Br2NSi2 overall at a distorted geometry.

XYZ file:
```
22
C4H13Br2NSi2 | the OMol25 dataset | ωB97M-V/def2-TZVPD
Br 0.83 -1.10 1.61
Br 2.78 1.58 0.15
Si -1.42 1.17 0.40
Si 1.98 -0.53 -0.25
N -0.26 1.61 -0.65
C 3.67 -1.52 -0.02
C -1.79 2.06 2.00
C 0.97 -0.86 -1.81
C -2.52 -0.35 0.08
H 4.59 -1.36 -0.70
H 0.57 0.03 -2.31
H -1.43 3.04 1.86
H 3.60 -2.69 -0.05
H 0.37 2.39 -0.50
H -1.20 1.66 2.79
H 3.92 -1.24 1.04
H 1.58 -1.28 -2.69
H -3.58 -0.39 0.49
H 0.01 -1.49 -1.60
H -1.97 -1.25 0.39
H -2.89 2.29 2.21
H -2.46 -0.54 -1.09
```

Values from the calculation:
Orbital gap (alpha / beta) in eV: 4.83 / 7.25
Multiplicity: 3
LUMO level (alpha / beta) in Ha: 0.015 / -0.100


# 8
DFT (ωB97M-V/def2-TZVPD) results for C18H16ClIN4O4Se2Ti as an isolated structure.

XYZ file:
```
47
C18H16ClIN4O4Se2Ti | the OMol25 dataset | ωB97M-V/def2-TZVPD
I -0.30 4.51 1.12
Se -0.47 -3.02 0.05
Se -2.94 -0.26 0.16
Ti -0.55 -0.50 0.11
Cl -0.88 2.50 6.41
O -0.24 1.27 0.72
O -3.40 -2.94 -3.68
O -0.29 -0.34 -1.82
O -3.50 -3.28 1.21
N -0.48 -0.67 2.35
N 3.70 -1.83 -3.84
N 0.27 -0.90 -3.92
N 1.95 -0.66 0.34
C -0.65 0.80 4.29
C -0.69 2.15 4.72
C -1.77 -3.40 -1.38
C -3.98 -3.60 -0.08
C -3.42 -1.43 -1.35
C -0.50 0.57 2.92
C -3.94 -3.53 -2.50
C -0.60 3.18 3.83
C 2.94 -1.46 -3.06
C -0.57 -1.71 3.16
C -0.38 1.64 1.99
C -0.44 2.93 2.44
C -0.74 -0.34 5.12
C 2.06 -0.84 -0.80
C -3.24 -2.95 -1.26
C 0.63 -0.74 -2.65
C 1.93 -1.00 -2.19
C -0.69 -1.58 4.55
H -0.55 -2.68 2.69
H -1.36 -3.01 -2.31
H -3.96 -4.69 -0.23
H -5.02 -3.28 -0.10
H -2.87 -1.06 -2.21
H -0.76 -2.48 5.15
H -3.80 -4.61 -2.52
H 0.93 -1.22 -4.61
H -0.65 4.20 4.18
H -1.76 -4.49 -1.46
H -3.83 -3.33 -4.45
H -0.85 -0.22 6.19
H -2.53 -3.28 1.19
H -0.69 -0.73 -4.18
H -5.02 -3.32 -2.43
H -4.47 -1.21 -1.52
```

Values from the calculation:
Orbital gap in eV: 7.10
LUMO level in Ha: -0.044


# 9
DFT (ωB97M-V/def2-TZVPD) results for a 2-piece molecular cluster, C3H6N4 overall at a distorted geometry.

XYZ file:
```
13
C3H6N4 | the OMol25 dataset | ωB97M-V/def2-TZVPD
N 0.42 -2.51 -0.06
N -1.35 1.86 -0.42
N 1.38 -1.53 -0.09
N 0.26 1.14 1.03
C -0.74 2.07 0.77
C 0.29 0.43 -0.20
C -0.68 0.84 -1.04
H -0.84 0.50 -2.01
H 0.89 0.88 1.71
H 1.80 -1.50 -1.02
H 0.00 -2.61 -0.88
H -1.21 2.71 1.48
H -0.24 -2.27 0.72
```

Values from the calculation:
Orbital gap (alpha / beta) in eV: 8.73 / 8.62
Relative energy (zero: lowest compared OMol25 entry of this formula, charge and spin) in kcal/mol: 116.4
LUMO level (alpha / beta) in Ha: 0.010 / 0.004


# 10
DFT (ωB97M-V/def2-TZVPD) results for a 2-piece molecular cluster, CHClO4S overall at a distorted geometry.

XYZ file:
```
8
CHClO4S | the OMol25 dataset | ωB97M-V/def2-TZVPD
Cl -1.45 0.24 0.31
S 0.36 1.35 -0.21
O 0.19 -1.51 -1.80
O -0.27 -3.11 -0.28
O 1.35 0.63 0.48
O -0.19 2.59 0.86
C -0.06 -2.36 -1.08
H 0.06 2.17 1.70
```

Values from the calculation:
Orbital gap in eV: 10.58
Relative energy (zero: lowest compared OMol25 entry of this formula, charge and spin) in kcal/mol: 7.7
LUMO level in Ha: -0.026


# 11
DFT (ωB97M-V/def2-TZVPD) results for one molecule with the formula C13H23FN2SSi2 at a distorted geometry.

XYZ file:
```
42
C13H23FN2SSi2 | the OMol25 dataset | ωB97M-V/def2-TZVPD
S 1.35 1.26 1.88
Si -0.63 1.31 -1.58
Si 2.12 -0.25 -1.31
F -4.44 -1.78 3.54
N -0.51 -0.50 1.08
N 0.70 0.55 -0.65
C -0.38 -1.09 3.47
C -2.50 -1.15 2.33
C -1.14 -0.87 2.32
C -3.09 -1.58 3.50
C 2.66 -1.54 -0.08
C -1.66 0.05 -2.48
C -0.03 2.66 -2.72
C -2.31 -1.80 4.64
C 3.45 1.06 -1.42
C -0.94 -1.55 4.63
C -1.86 1.97 -0.33
C 1.82 -0.89 -3.01
C 0.48 0.39 0.72
H -0.85 -0.50 -2.93
H 0.65 -0.91 3.44
H -2.85 -1.95 5.57
H 3.03 2.07 -1.54
H 2.96 -0.97 0.81
H -0.94 -0.90 0.27
H -0.36 -1.78 5.50
H 1.64 0.04 -3.56
H 0.11 2.34 -3.75
H 1.87 -2.28 0.10
H -3.07 -1.01 1.43
H 0.91 -1.46 -2.96
H -2.24 -0.55 -1.79
H -2.50 1.13 -0.08
H 4.01 0.83 -2.33
H -2.26 0.55 -3.24
H 4.09 1.08 -0.52
H -0.72 3.51 -2.60
H -1.40 2.27 0.61
H 2.66 -1.45 -3.40
H -2.38 2.82 -0.74
H 3.59 -2.04 -0.41
H 0.96 2.93 -2.38
```

Values from the calculation:
Orbital gap in eV: 8.53
Structure (SMILES): C[Si](C)(C)N(C(=S)Nc1cccc(F)c1)[Si](C)(C)C
Relative energy (zero: lowest compared OMol25 entry of this formula, charge and spin) in kcal/mol: 0.0
LUMO level in Ha: 0.015


# 12
DFT (ωB97M-V/def2-TZVPD) results for a 3-piece molecular cluster, C6H15FN3S overall at a distorted geometry.

XYZ file:
```
26
C6H15FN3S | the OMol25 dataset | ωB97M-V/def2-TZVPD
S 3.79 0.50 -1.41
F 5.22 -2.51 -0.18
N 2.55 1.97 0.43
N 3.44 0.05 1.21
N 1.28 1.46 1.92
C -1.59 -1.53 -1.62
C -0.37 1.43 0.27
C -0.58 -0.06 0.03
C 3.19 0.85 0.17
C -0.93 -0.17 -1.50
C 0.02 1.94 1.75
H -1.38 -0.47 0.70
H -1.48 0.75 -1.62
H -2.29 -1.50 -2.60
H -0.09 -0.05 -2.19
H -1.49 1.86 0.23
H 5.77 -3.15 -0.70
H 3.95 -0.89 1.04
H -0.36 2.87 2.10
H 2.12 2.71 -0.19
H -0.57 1.29 2.43
H -2.25 -1.72 -0.77
H 0.34 -0.63 0.23
H 0.29 2.04 -0.48
H -0.84 -2.31 -1.71
H 3.36 0.31 2.13
```

Values from the calculation:
Orbital gap (alpha / beta) in eV: 6.74 / 8.66
Net charge: +1
Relative energy (zero: lowest compared OMol25 entry of this formula, charge and spin) in kcal/mol: 112.9
LUMO level (alpha / beta) in Ha: -0.255 / -0.188


| no. | electronic energy (hartree) |
| --- | --- |
| 1 | -1315.09268 |
| 2 | -899.71053 |
| 3 | -5342.52770 |
| 4 | -551.87432 |
| 5 | -225.11363 |
| 6 | -326.02513 |
| 7 | -5941.88015 |
| 8 | -7625.85857 |
| 9 | -336.76381 |
| 10 | -1198.05516 |
| 11 | -1695.80611 |
| 12 | -899.44407 |